*A*
36
Properties=species:S:1:pos:R:3 method="wB97M-V/def2-TZVPD" homo_energy_ha=-0.3028 gap_ev=7.98 total_charge=0
C -2.301 -2.150 1.636
H -2.319 -3.366 -1.228
H -3.282 -1.997 1.189
O 0.113 0.155 2.740
Se -0.966 -1.833 0.243
C -2.043 -1.232 2.805
As 1.253 1.355 2.721
H -4.149 1.715 1.383
C 2.045 5.507 -0.772
C 2.506 3.742 0.807
O 0.212 2.773 3.192
C 0.740 3.487 -0.790
O -1.010 3.283 -2.710
H 3.600 5.567 0.704
Se -2.125 0.649 2.314
H -1.454 -2.125 -2.167
H 3.095 3.341 1.622
H -2.759 -1.385 3.612
O -1.690 2.578 -0.440
H 0.746 3.540 3.426
H -1.028 -1.337 3.187
H -2.209 -3.194 1.935
C 2.787 4.988 0.283
O -0.239 1.180 -1.677
Pt -1.106 0.660 0.160
S -0.612 2.628 -1.510
C -4.015 0.746 1.859
H 2.270 6.482 -1.181
C -2.062 -2.311 -1.286
H -2.951 -1.687 -1.317
H -4.610 0.692 2.768
O 1.147 1.777 0.826
H -4.296 -0.036 1.160
C 1.461 2.956 0.300
C 1.024 4.747 -1.308
H 0.443 5.106 -2.145

=====

*B*
36
Properties=species:S:1:pos:R:3 method="wB97M-V/def2-TZVPD" homo_energy_ha="-0.2788 / -0.2811" gap_ev="6.71 / 6.72" total_charge=0
O -2.000 -0.709 -1.779
C -3.604 0.594 -0.137
H 3.362 -3.065 -0.759
C -3.225 0.407 1.204
O -1.217 1.362 -0.988
Se 2.245 -0.853 -0.454
C 2.975 -0.253 -2.129
Se -0.462 -3.031 -0.255
H -0.670 -4.567 -2.194
H 1.484 -4.592 -0.203
C -5.565 0.362 1.805
H -6.983 0.606 0.204
C -5.938 0.546 0.480
H 2.998 0.833 -2.094
H 0.156 -3.055 -2.708
H -5.221 0.833 -1.519
C -4.956 0.668 -0.485
C -0.648 -3.482 -2.119
O -3.145 1.334 -2.551
C 1.396 -3.524 0.000
H -6.324 0.279 2.573
H 2.069 -2.827 -1.936
C 2.332 -2.732 -0.885
O -1.929 0.372 1.512
H 3.985 -0.642 -2.227
H 1.559 -3.353 1.063
As -1.013 -0.551 2.859
H -3.957 0.182 3.206
H -2.531 -2.260 3.286
Pt -0.280 -0.682 -0.471
O 0.338 -0.819 1.850
S -2.462 0.704 -1.474
C -4.231 0.297 2.166
H 2.340 -0.584 -2.947
H -1.592 -3.046 -2.437
O -1.894 -2.100 2.584

=====

*A* is the most stable structure; the next one sits 0.0251 hartree above it.

=====

*A*
21
Properties=species:S:1:pos:R:3 method="wB97M-V/def2-TZVPD" homo_energy_ha=-0.3615 gap_ev=10.50 total_charge=0 smiles="C[C@H]1C(=O)N[C@@H]2CCC(=O)N21"
C -1.539 0.812 -0.113
O 2.854 -0.705 -0.603
C 0.968 0.804 -0.305
H -3.685 -0.069 0.313
O -1.792 2.037 -0.299
C -1.681 -1.629 0.118
C 1.879 1.829 0.495
H 2.970 1.451 0.294
H -2.809 -0.410 -1.618
C -2.692 -0.358 -0.348
H 1.575 -2.297 0.147
C -0.339 -1.004 0.756
N 0.822 -1.589 0.000
H 0.855 1.012 -1.369
H -0.082 -1.248 1.866
H 1.652 1.732 1.552
N -0.361 0.345 0.511
H 1.685 3.007 0.458
C 1.650 -0.545 -0.283
H -1.334 -2.269 -0.742
H -2.022 -2.310 0.823

=====

*B*
21
Properties=species:S:1:pos:R:3 method="wB97M-V/def2-TZVPD" homo_energy_ha=-0.3704 gap_ev=10.61 total_charge=0 smiles="C[C@H]1[C@H](O)NC(=O)[C@]1(C)C#N"
N 0.099 -1.869 -0.191
H -0.100 -2.823 -0.584
N 2.383 1.176 1.792
H -0.495 -1.452 2.244
H 2.179 1.073 -1.564
C 1.020 1.092 -1.391
C 1.213 -1.136 -0.444
H -1.613 1.240 -1.077
H 0.794 2.076 -1.344
C -1.035 -1.231 0.376
C 0.801 0.430 -0.053
C -0.582 0.220 0.555
H -1.378 2.196 0.248
H -2.608 0.978 0.301
O 2.227 -1.577 -0.833
H -1.958 -1.457 -0.221
O -1.219 -1.779 1.695
H -0.482 0.323 1.796
H 0.641 0.508 -2.195
C 1.699 0.841 0.940
C -1.585 1.170 -0.050

=====

*B* is the most stable structure; the next one sits 0.0587 hartree above it.